Here is C52H136As4F24N8O8 as an isolated structure in a non-equilibrium geometry from the Open Molecules 2025 dataset. Energies are from ωB97M-V/def2-TZVPD.

Orbital gap in eV: 6.05
Highest occupied orbital energy in eV: -13.72
LUMO in eV: -7.661
2S+1: 1
Net charge: +4
E_tot in hartree: -14441.26531
Maximum force in eV/Å: 3.7

Last column: Löwdin charge in e.
Cartesian coordinates (Å):
C 4.8275 7.2628 1.6520  -0.065
C 4.9202 8.6517 1.0742  -0.191
N 6.0146 8.9573 0.0656  -0.244
C 7.3596 8.4210 0.5546  0.016
C 5.7472 8.1818 -1.2697  -0.104
C 6.7394 8.5013 -2.4773  -0.008
C 6.0819 10.5244 -0.1127  -0.014
C 4.6566 11.1516 -0.4139  -0.192
O 4.2006 10.8840 -1.7283  -0.182
C 2.8475 11.2610 -1.9056  -0.092
H 5.0704 7.3802 2.7081  0.085
H 5.4881 6.4820 1.2751  0.082
H 3.8206 6.8508 1.5856  0.081
H 4.8240 9.4380 1.8230  0.133
H 4.0052 8.7418 0.4888  0.114
H 8.1740 8.8517 -0.0279  0.105
H 7.3617 7.3311 0.5473  0.105
H 7.5641 8.6406 1.6025  0.111
H 4.7099 8.3698 -1.5470  0.115
H 5.6848 7.1640 -0.8847  0.111
H 6.7843 7.6827 -3.1956  0.095
H 7.7707 8.6471 -2.1559  0.071
H 6.3458 9.3700 -3.0052  0.079
H 6.8669 10.6940 -0.8496  0.131
H 6.4557 10.8896 0.8438  0.131
H 4.8423 12.2257 -0.4188  0.132
H 3.9347 10.9767 0.3839  0.110
H 2.5670 10.8370 -2.8698  0.102
H 2.6813 12.3275 -2.0572  0.093
H 2.1618 10.9211 -1.1293  0.086
C -9.2675 3.5460 5.0153  -0.047
C -8.7096 3.0735 6.4346  -0.105
N -8.7293 4.2508 7.5324  -0.183
C -10.2076 4.7306 7.6101  0.039
C -8.1663 3.5336 8.8460  -0.127
C -7.7239 4.4980 10.0219  -0.032
C -7.8530 5.5168 7.2202  -0.079
C -6.4539 5.3345 6.6740  -0.232
O -5.8398 4.2674 7.2736  -0.184
C -4.4786 4.2347 7.0078  -0.100
H -8.8918 4.5469 4.8028  0.073
H -10.3527 3.6174 4.9429  0.076
H -9.0284 2.8561 4.2059  0.083
H -7.7144 2.6605 6.2699  0.106
H -9.2034 2.2203 6.8997  0.117
H -10.4186 5.4468 8.4043  0.114
H -10.8804 3.9268 7.9090  0.110
H -10.3616 5.0120 6.5684  0.087
H -7.3482 2.8667 8.5740  0.104
H -8.9468 2.8268 9.1277  0.116
H -8.4863 5.2107 10.3366  0.087
H -6.8174 4.9762 9.6509  0.068
H -7.4349 3.8340 10.8366  0.089
H -7.8272 6.1430 8.1121  0.124
H -8.3577 6.2691 6.6140  0.138
H -5.9216 6.2855 6.6897  0.147
H -6.5320 5.1194 5.6083  0.128
H -3.9875 3.4828 7.6256  0.096
H -4.0067 5.2171 7.0232  0.100
H -4.1409 3.9509 6.0111  0.087
C 2.8137 1.4043 -0.0936  -0.040
C 2.0693 1.4399 -1.4601  -0.149
N 0.6297 1.9780 -1.4628  -0.227
C 0.6715 3.4773 -0.9911  0.025
C 0.1874 2.1060 -2.9211  -0.121
C -0.0100 0.6632 -3.5857  -0.030
C -0.2582 0.9909 -0.6010  -0.051
C -1.7303 1.2880 -0.3792  -0.143
O -1.8968 2.6223 0.2014  -0.209
C -3.0838 2.9550 0.7785  -0.140
H 3.7876 1.0135 -0.3883  0.095
H 2.3975 0.6567 0.5817  0.071
H 2.9601 2.3675 0.3951  0.079
H 2.1121 0.4877 -1.9889  0.130
H 2.5520 2.1383 -2.1437  0.133
H -0.1762 4.0395 -1.3827  0.096
H 1.5543 4.0334 -1.3067  0.113
H 0.5716 3.5032 0.0941  0.093
H 0.9225 2.7139 -3.4485  0.142
H -0.7567 2.6504 -2.9033  0.118
H -0.5798 0.8622 -4.4934  0.082
H -0.7093 -0.0106 -3.0906  0.063
H 0.9171 0.1343 -3.8066  0.088
H 0.2490 1.0137 0.3635  0.119
H -0.0666 -0.0170 -0.9693  0.138
H -2.1057 0.5267 0.3046  0.131
H -2.3381 1.1666 -1.2758  0.121
H -3.9206 2.7301 0.1172  0.092
H -2.8875 3.9924 1.0493  0.103
H -3.2745 2.4323 1.7158  0.079
C 6.3303 -7.8061 5.9902  -0.053
C 4.8551 -7.4527 5.8591  -0.155
N 4.2308 -6.5068 6.9520  -0.189
C 3.0126 -5.7594 6.2800  0.041
C 3.4650 -7.5010 8.0080  -0.114
C 2.3393 -8.4458 7.5020  -0.067
C 5.2087 -5.6137 7.7264  -0.074
C 5.8041 -4.5011 6.8759  -0.152
O 4.8378 -3.4455 6.6737  -0.220
C 5.0618 -2.3193 5.9259  -0.117
H 6.9380 -6.9111 5.8566  0.075
H 6.5758 -8.5738 5.2564  0.101
H 6.4951 -8.2693 6.9631  0.085
H 4.1996 -8.3002 5.6589  0.116
H 4.7872 -6.9047 4.9193  0.121
H 2.4053 -6.4944 5.7518  0.097
H 3.4039 -5.1602 5.4578  0.098
H 2.4746 -5.2335 7.0687  0.111
H 3.1649 -6.8655 8.8412  0.118
H 4.2122 -8.2058 8.3728  0.119
H 2.3752 -9.4451 7.9356  0.090
H 2.3640 -8.7452 6.4542  0.077
H 1.4265 -7.9907 7.8864  0.082
H 6.0137 -6.2275 8.1303  0.136
H 4.6355 -5.2163 8.5641  0.136
H 6.0719 -4.9695 5.9288  0.111
H 6.7010 -4.0036 7.2450  0.143
H 6.0613 -1.8905 5.9979  0.097
H 4.4454 -1.5179 6.3332  0.093
H 4.7533 -2.5650 4.9098  0.093
C -5.8193 -7.2473 -11.9943  -0.059
C -5.1407 -5.9105 -12.3835  -0.159
N -5.9593 -4.6328 -12.1270  -0.244
C -5.2697 -3.5409 -13.0398  0.049
C -7.5241 -4.6744 -12.4737  -0.082
C -7.8759 -5.2477 -13.9599  -0.013
C -5.8289 -4.2459 -10.5701  -0.034
C -4.3771 -3.9216 -9.9469  -0.165
O -3.8463 -4.8982 -9.0283  -0.191
C -2.9790 -4.3858 -7.9608  -0.060
H -5.3756 -7.6540 -11.0856  0.084
H -5.7194 -8.0624 -12.7111  0.092
H -6.9086 -7.2287 -12.0300  0.067
H -5.1334 -5.8918 -13.4733  0.109
H -4.0830 -6.0090 -12.1390  0.142
H -5.4845 -3.8625 -14.0589  0.099
H -4.2047 -3.4531 -12.8249  0.099
H -5.7627 -2.6237 -12.7174  0.105
H -7.9008 -3.6617 -12.3302  0.117
H -7.7515 -5.3431 -11.6435  0.103
H -8.9648 -5.2910 -13.9375  0.086
H -7.3601 -6.2078 -13.9772  0.059
H -7.5971 -4.7208 -14.8724  0.081
H -6.2142 -5.0730 -9.9739  0.121
H -6.5953 -3.4741 -10.4995  0.111
H -4.5050 -2.9050 -9.5751  0.120
H -3.6563 -3.9040 -10.7643  0.110
H -2.7441 -5.1094 -7.1803  0.090
H -3.4378 -3.5566 -7.4222  0.069
H -1.9997 -4.0685 -8.3191  0.097
C -8.1850 -3.5943 -4.5409  -0.024
C -6.7216 -3.0264 -4.6269  -0.254
C -6.9399 -1.5356 -4.7068  -0.193
O -5.7155 -0.8223 -4.4182  -0.184
C -5.9432 0.5341 -4.2141  -0.104
N -6.0633 -3.4010 -3.3006  0.249
H -5.6929 -4.3364 -3.3895  0.176
H -5.3252 -2.7275 -3.1530  0.159
H -6.6804 -3.5088 -2.5083  0.168
H -8.6929 -3.2507 -3.6398  0.092
H -8.4202 -4.6498 -4.6773  0.094
H -8.6839 -3.1210 -5.3866  0.090
H -6.0463 -3.3334 -5.4255  0.161
H -7.6031 -1.2944 -3.8762  0.127
H -7.5439 -1.2109 -5.5541  0.147
H -6.5602 0.9361 -5.0177  0.101
H -4.9700 1.0250 -4.2230  0.099
H -6.4024 0.7352 -3.2463  0.092
C -3.7608 -1.4414 6.2562  -0.055
C -3.5067 -2.2991 7.4812  -0.256
C -2.6723 -1.6133 8.6012  -0.196
O -2.3904 -2.6471 9.4740  -0.175
C -2.5668 -2.2921 10.8716  -0.054
N -4.9341 -2.7083 7.8951  0.247
H -4.9500 -3.7124 8.0032  0.174
H -5.1769 -2.2570 8.7654  0.160
H -5.7192 -2.4940 7.2970  0.163
H -2.8453 -0.9779 5.8887  0.098
H -4.3759 -0.5640 6.4564  0.084
H -4.2428 -1.9138 5.4003  0.097
H -3.0027 -3.2093 7.1563  0.160
H -3.3036 -0.8546 9.0638  0.129
H -1.7430 -1.1427 8.2802  0.148
H -2.0685 -1.4194 11.2937  0.101
H -2.4358 -3.0845 11.6085  0.100
H -3.6352 -2.1104 10.9891  0.076
C 11.2442 -2.8772 -1.5815  0.002
C 10.2944 -3.5005 -0.5149  -0.298
C 9.0510 -4.0603 -1.0504  -0.183
O 8.0642 -4.4615 -0.0476  -0.163
C 7.3211 -3.3637 0.3090  -0.133
N 11.0211 -4.5060 0.4128  0.256
H 11.4011 -3.9914 1.1945  0.166
H 10.4400 -5.2874 0.6808  0.165
H 11.9354 -4.7219 0.0420  0.160
H 11.7706 -3.6824 -2.0941  0.092
H 12.0135 -2.2124 -1.1888  0.095
H 10.6725 -2.2501 -2.2656  0.109
H 9.9656 -2.6765 0.1185  0.143
H 9.2135 -4.9013 -1.7244  0.151
H 8.6816 -3.3701 -1.8088  0.149
H 6.4766 -3.7614 0.8719  0.096
H 6.8113 -2.9818 -0.5755  0.103
H 7.9283 -2.5686 0.7417  0.091
As -1.2038 -4.8996 -0.0538  0.917
F -2.1199 -3.3662 -0.5140  -0.367
F -2.0486 -4.7401 1.5076  -0.320
F -0.3965 -6.3958 0.6343  -0.315
F -0.3414 -5.0702 -1.5733  -0.264
F 0.2072 -3.9083 0.5663  -0.333
F -2.5431 -5.8471 -0.7983  -0.315
As 5.0234 -3.5781 -6.2296  0.929
F 3.2891 -3.6683 -6.8727  -0.347
F 5.2976 -5.2898 -6.7807  -0.319
F 6.7416 -3.5608 -5.6329  -0.327
F 4.7454 -1.8996 -5.7369  -0.301
F 4.3792 -4.0363 -4.5813  -0.340
F 5.6324 -3.1262 -7.8477  -0.295
As 9.7056 3.0573 -0.3865  0.869
F 8.2892 3.5837 0.5606  -0.322
F 10.7236 4.1914 0.6505  -0.328
F 11.1083 2.4727 -1.3540  -0.305
F 8.6746 2.0054 -1.3464  -0.292
F 9.5388 4.3979 -1.5946  -0.312
F 10.0346 1.7276 0.7292  -0.308
As 2.9928 6.2313 -7.3687  0.923
F 2.8146 5.4800 -9.0069  -0.301
F 3.7265 4.7654 -6.5378  -0.339
F 3.0557 6.9217 -5.7200  -0.336
F 2.2914 7.8580 -7.9721  -0.341
F 1.3233 5.6116 -7.0748  -0.333
F 4.6200 6.7940 -7.6806  -0.273

Atoms 1-3, force components in eV/Å:
C 0.65 -0.48 1.23
C -1.20 0.00 -1.84
N 0.88 0.27 0.02